{
  "formula": "C36H37BKN7OS5",
  "method": "the ωB97M-V functional and the def2-TZVPD basis",
  "species": ["H", "C", "C", "C", "C", "C", "H", "H", "H", "S", "C", "C", "C", "S", "C", "C", "N", "C", "H", "H", "H", "N", "N", "H", "H", "H", "H", "H", "H", "H", "S", "C", "B", "H", "C", "C", "H", "H", "S", "C", "C", "C", "H", "H", "H", "H", "H", "H", "N", "H", "C", "H", "C", "N", "H", "C", "C", "C", "K", "C", "C", "C", "C", "C", "H", "H", "N", "C", "C", "C", "S", "C", "H", "C", "H", "H", "O", "H", "H", "H", "C", "C", "C", "H", "C", "H", "H", "N"],
  "xyz": [[-1.264, 1.368, 3.573], [3.788, -0.122, -3.241], [1.398, 0.154, -2.776], [-1.315, -4.543, -0.663], [-3.162, -5.336, -1.966], [-2.733, 1.920, 2.020], [0.575, -5.504, -0.998], [8.177, 2.548, 3.515], [-1.506, -1.191, -3.745], [-0.799, 4.669, 0.084], [-2.211, 2.443, -2.307], [-1.595, 1.959, 2.739], [-2.741, 0.561, -1.271], [-3.316, -0.606, -0.164], [1.706, -5.926, 3.331], [2.348, 0.530, -5.022], [-2.908, 1.902, -1.250], [3.638, 0.246, -4.567], [2.282, -6.522, 4.027], [0.276, 0.699, -4.519], [-4.676, 2.355, 0.178], [-2.638, 2.835, 0.998], [-1.960, 0.275, -2.343], [4.784, -0.362, -2.881], [7.202, 3.846, 1.643], [0.722, 4.296, 2.491], [3.401, 2.031, 2.389], [2.187, 0.796, -6.063], [-3.741, 3.911, -0.702], [1.895, -3.071, 1.508], [1.152, -0.566, 2.948], [-1.619, 1.441, -2.987], [-3.628, 2.821, -0.201], [-2.000, -1.772, -2.131], [-2.653, -4.463, -1.011], [0.565, 3.218, 2.504], [3.095, 0.817, 4.536], [-0.374, -1.065, -2.359], [4.008, -1.172, 3.657], [5.237, 3.024, 1.910], [7.127, 2.441, 3.267], [4.444, 2.158, 2.646], [-0.954, 1.449, -3.830], [-2.727, -6.943, -3.315], [-1.334, -5.852, 1.832], [1.008, -2.789, -0.787], [-3.279, -3.700, -0.560], [4.180, -2.281, -1.888], [2.657, -0.119, 0.120], [-4.205, -5.273, -2.248], [0.417, -6.317, 2.985], [6.760, 0.993, 4.805], [2.730, -0.181, -2.334], [0.270, -2.327, -0.260], [4.512, 0.289, 5.457], [2.247, -4.767, 2.798], [6.330, 1.572, 3.995], [4.122, 0.456, 4.451], [0.004, 0.238, 0.173], [1.507, -3.997, 1.909], [4.981, 1.419, 3.694], [-1.422, -1.023, -2.669], [-2.331, -6.268, -2.567], [0.230, -4.402, 1.562], [-2.169, 3.507, -2.440], [4.800, 3.576, 1.089], [3.349, -0.601, 1.240], [6.582, 3.170, 2.219], [1.276, 0.474, -4.168], [-0.329, -5.552, 2.103], [-0.702, -3.291, 0.476], [-0.472, -5.466, -1.272], [3.653, -2.595, -0.218], [-1.456, 3.478, 1.094], [4.493, 0.301, -5.227], [-0.334, -7.050, -2.704], [0.383, 0.132, -2.024], [0.766, 2.802, 3.490], [-3.592, 1.284, 2.107], [-0.009, -7.221, 3.407], [3.078, -0.666, -0.970], [4.035, -1.839, -0.905], [2.769, -0.707, 2.382], [3.238, -4.439, 3.085], [-0.984, -6.330, -2.224], [4.995, -1.524, -0.490], [1.249, 2.764, 1.785], [-0.801, 2.928, 2.152]],
  "mulliken_charge": [0.505, -0.706, -0.128, 0.248, -0.574, -0.584, 0.396, 0.343, 0.160, -0.526, -1.000, -0.529, 0.006, -0.478, -0.559, -0.967, 0.310, -0.874, 0.352, 0.234, -0.137, 0.232, 0.328, 0.405, 0.360, 0.404, 0.202, 0.376, -0.157, -0.230, -0.376, 0.152, -0.493, 0.276, -0.300, -1.077, 0.179, 0.194, -0.284, -0.836, -0.520, 0.357, 0.109, 0.358, 0.399, 0.039, 0.300, 0.552, 0.133, 0.396, -0.551, 0.357, 0.534, 0.024, 0.495, -0.457, -0.428, -1.011, 0.943, 0.282, 0.389, -0.635, -0.369, 0.086, 0.496, 0.457, -0.344, -0.397, -0.791, -0.457, 0.336, -0.234, 0.189, 0.203, 0.348, 0.371, 0.163, 0.343, 0.516, 0.368, 0.853, -1.584, -0.001, 0.398, -0.679, 0.348, 0.314, 0.151],
  "total_charge": -2,
  "largest_force_ha_per_bohr": 0.0895,
  "lumo_ev": 3.8,
  "homo_lumo_gap_ev": 5.50,
  "homo_energy_ha": -0.062,
  "total_energy_ha": -4468.37044
}

{
  "formula": "C5H11O2",
  "method": "the ωB97M-V functional and the def2-TZVPD basis",
  "species": ["H", "C", "C", "C", "H", "H", "H", "H", "H", "H", "C", "O", "C", "H", "H", "H", "O", "H"],
  "xyz": [[1.210, -2.312, -2.668], [1.892, 0.667, -0.872], [1.170, -0.166, -1.969], [-1.256, 0.372, 1.434], [-0.171, 0.327, 1.629], [-1.203, 1.296, 0.699], [2.060, -1.877, -1.080], [0.106, 0.041, -1.865], [-2.060, 1.931, 2.584], [0.381, -2.034, -1.241], [-2.287, 0.835, 2.465], [3.161, 0.607, -1.010], [1.245, -1.684, -1.774], [1.439, 0.379, -2.859], [-3.344, 0.776, 2.211], [-1.273, -0.606, 0.979], [1.137, 1.210, -0.052], [-2.206, 0.234, 3.389]],
  "nbo_charge": [0.183, 0.774, -0.532, -0.665, 0.264, 0.232, 0.219, 0.179, 0.203, 0.185, -0.615, -0.808, -0.609, 0.201, 0.189, 0.201, -0.785, 0.183],
  "total_charge": -1,
  "largest_force_ha_per_bohr": 0.0644,
  "lumo_ev": 3.8,
  "homo_lumo_gap_ev": 7.60,
  "homo_energy_ha": -0.140,
  "total_energy_ha": -347.59896
}

{
  "formula": "C13H10AuBrN3O5",
  "method": "the ωB97M-V functional and the def2-TZVPD basis",
  "species": ["N", "H", "O", "C", "C", "C", "H", "N", "H", "H", "C", "C", "C", "O", "O", "C", "C", "C", "O", "N", "H", "C", "C", "H", "H", "H", "Br", "Au", "H", "C", "C", "H", "O"],
  "xyz": [[-2.984, -0.246, -0.496], [2.847, -4.600, 0.023], [6.854, -4.227, -0.074], [1.270, 2.093, 0.130], [2.208, 1.004, 0.264], [-0.947, 2.733, -0.001], [1.305, -2.751, 0.017], [1.863, -0.199, -0.075], [2.746, 3.653, -0.027], [-1.980, 2.402, 0.000], [4.187, -1.004, -0.213], [5.078, -2.056, -0.218], [5.671, -4.441, -0.074], [-4.137, -0.106, -0.913], [-2.670, 0.109, 0.681], [2.366, -2.553, -0.046], [2.807, -1.229, -0.080], [-0.612, 4.073, -0.102], [5.239, -5.722, -0.038], [-0.037, 1.779, 0.147], [3.182, 1.230, 0.696], [3.261, -3.600, -0.043], [4.638, -3.373, -0.110], [4.563, 0.001, -0.343], [-1.384, 4.826, -0.160], [1.036, 5.455, -0.174], [-0.182, -2.295, 2.233], [-0.287, -0.501, 0.563], [4.278, -5.754, -0.022], [0.737, 4.417, -0.094], [1.688, 3.424, 0.007], [6.141, -1.879, -0.308], [-2.080, -0.750, -1.214]],
  "nbo_charge": [0.703, 0.193, -0.583, 0.140, 0.044, 0.067, 0.267, -0.466, 0.212, 0.236, -0.271, -0.150, 0.778, -0.494, -0.569, -0.216, 0.234, -0.258, -0.672, -0.461, 0.170, -0.171, -0.208, 0.208, 0.219, 0.211, -0.734, 0.820, 0.483, -0.177, -0.230, 0.232, -0.559],
  "total_charge": -1,
  "largest_force_ha_per_bohr": 0.0267,
  "lumo_ev": 1.4,
  "homo_lumo_gap_ev": 5.70,
  "homo_energy_ha": -0.156,
  "total_energy_ha": -3751.55965
}

{
  "formula": "C40H100N4O16",
  "method": "the ωB97M-V functional and the def2-TZVPD basis",
  "species": ["H", "C", "C", "H", "C", "H", "H", "C", "O", "C", "H", "H", "C", "H", "H", "H", "C", "H", "O", "H", "H", "H", "H", "H", "H", "H", "H", "C", "H", "H", "H", "H", "C", "O", "H", "H", "C", "H", "H", "H", "H", "H", "H", "O", "H", "H", "H", "H", "O", "H", "H", "H", "C", "O", "H", "C", "C", "H", "H", "H", "H", "N", "H", "C", "H", "H", "H", "H", "C", "C", "H", "H", "H", "H", "O", "H", "H", "C", "H", "H", "H", "H", "H", "C", "H", "H", "C", "O", "H", "C", "O", "C", "C", "C", "H", "H", "H", "O", "H", "H", "H", "N", "O", "H", "N", "H", "H", "H", "H", "O", "H", "H", "C", "H", "H", "H", "C", "H", "H", "H", "H", "H", "H", "H", "O", "C", "N", "H", "O", "C", "H", "H", "C", "H", "C", "C", "H", "C", "O", "H", "C", "H", "H", "H", "H", "C", "H", "H", "C", "H", "O", "C", "H", "H", "C", "C", "C", "H", "C", "C"],
  "xyz": [[20.855, 1.350, -13.876], [11.971, 3.493, -15.745], [7.307, 7.838, -18.675], [17.789, 6.588, -10.954], [6.310, 4.228, -17.179], [16.535, 4.289, -14.578], [15.732, 6.557, -12.159], [8.252, 0.481, -8.337], [11.517, -1.657, -11.981], [14.411, 3.384, -20.683], [12.660, 1.073, -18.501], [14.035, 5.574, -22.454], [12.234, 3.272, -13.081], [9.976, 7.013, -16.945], [11.160, 3.352, -12.913], [21.002, 0.458, -16.200], [6.370, 2.599, -18.969], [9.758, -4.996, -8.910], [10.126, -4.000, -10.791], [7.598, 1.820, -7.037], [13.061, 1.030, -16.738], [8.407, -4.279, -9.580], [6.969, -8.405, -9.366], [13.962, 3.736, -19.754], [22.435, 1.787, -13.825], [14.182, 2.499, -15.608], [22.029, -0.160, -18.144], [10.179, 3.819, -17.273], [11.157, 6.810, -18.856], [14.267, -2.090, -19.216], [8.927, 2.087, -7.804], [16.113, 2.352, -19.819], [14.613, 5.619, -21.530], [22.582, 1.361, -16.878], [9.782, -6.713, -10.937], [7.902, -0.536, -8.160], [12.318, -1.208, -13.092], [5.617, 0.513, -18.942], [9.892, 4.869, -17.213], [11.526, 2.973, -10.053], [9.234, 0.126, -10.317], [6.311, 7.399, -18.722], [21.659, 3.875, -13.195], [16.958, 8.122, -10.076], [17.905, 9.640, -9.198], [7.070, -7.927, -10.937], [6.051, 1.109, -8.223], [10.943, 3.695, -18.041], [18.524, 4.092, -14.287], [12.630, -3.497, -11.519], [10.505, 10.188, -16.839], [15.094, -0.517, -20.770], [11.230, 1.932, -9.927], [15.234, 4.374, -21.351], [12.236, 8.265, -18.992], [7.718, -8.037, -10.067], [21.620, 1.740, -14.547], [8.344, -5.822, -11.411], [15.734, 5.234, -11.188], [3.639, 1.798, -18.873], [11.986, 7.450, -9.882], [11.079, 9.543, -17.363], [23.012, 1.120, -18.894], [8.972, -6.089, -10.561], [8.672, 6.134, -10.967], [8.930, 8.258, -16.478], [12.125, 4.547, -15.516], [5.960, 5.059, -17.792], [12.719, 0.461, -17.602], [9.630, 6.156, -10.448], [8.642, -8.613, -10.112], [12.021, 1.343, -9.464], [5.856, 4.525, -16.233], [6.192, 1.978, -21.546], [8.041, -6.686, -9.669], [11.093, 7.937, -20.095], [7.866, 8.208, -19.535], [9.318, 7.769, -17.372], [9.743, 9.447, -18.785], [11.927, 5.733, -9.409], [12.771, -2.027, -13.650], [13.610, 3.318, -21.419], [6.401, 0.157, -9.577], [13.291, 6.114, -11.039], [13.084, -0.549, -12.681], [15.757, -0.264, -19.196], [16.941, 6.746, -10.287], [8.211, 7.051, -17.995], [6.349, 3.478, -19.613], [19.522, 3.905, -13.282], [14.418, 6.737, -10.471], [10.202, 8.685, -18.155], [12.132, -2.626, -11.093], [15.682, 6.319, -11.096], [14.518, 3.402, -14.349], [13.461, 5.064, -11.277], [7.400, 2.267, -18.839], [9.899, 1.873, -9.242], [5.514, 0.361, -21.501], [11.253, 1.464, -10.911], [17.059, 6.224, -9.338], [4.081, 1.643, -19.768], [10.539, 3.266, -15.995], [17.052, 4.716, -13.011], [8.499, 1.395, -7.206], [23.727, -0.156, -17.856], [6.951, 8.701, -18.113], [12.739, 2.613, -12.375], [7.080, 0.621, -20.937], [13.426, -0.807, -17.792], [3.476, 0.954, -20.191], [12.882, -1.295, -19.776], [5.516, 1.393, -19.576], [15.738, 1.647, -21.402], [9.361, 3.129, -17.480], [19.423, 4.687, -12.528], [6.093, 1.085, -20.928], [13.077, 6.553, -12.013], [12.075, 1.738, -14.508], [20.916, 4.934, -14.580], [6.820, 1.697, -9.664], [10.314, -0.147, -8.903], [12.821, -2.129, -10.409], [17.795, 8.138, -8.151], [21.098, 3.009, -15.038], [11.919, 6.426, -10.250], [13.975, 2.596, -14.624], [12.575, 4.305, -13.022], [5.886, 3.011, -17.735], [17.232, 3.983, -13.798], [11.611, 9.047, -16.662], [7.385, 4.167, -17.011], [17.967, 8.553, -9.144], [11.645, -3.656, -9.252], [21.944, 0.729, -15.723], [11.214, 7.888, -19.012], [18.936, 8.470, -9.637], [13.774, -1.119, -19.175], [10.777, 6.226, -11.077], [15.455, 6.307, -21.606], [9.306, -4.814, -9.885], [12.448, 3.270, -16.700], [22.484, -0.160, -15.397], [16.990, 2.977, -13.457], [10.650, -2.328, -9.626], [20.906, 4.032, -13.967], [11.702, 0.176, -17.333], [11.707, -0.564, -13.724], [11.132, -3.188, -10.092], [13.897, 5.875, -20.749], [14.387, 1.183, -19.936], [9.507, 0.459, -9.315], [9.402, 6.975, -9.767], [9.582, 5.224, -9.885], [22.877, 0.510, -18.000], [6.860, 0.899, -8.923], [15.307, 2.093, -20.506], [19.382, 2.945, -12.786], [12.536, 2.726, -14.515], [14.847, -0.132, -19.781]],
  "mulliken_charge": [0.328, 0.009, -0.861, 0.151, -0.250, 0.252, 0.481, 0.333, -0.243, -0.184, 0.309, 0.289, -1.693, 0.077, 0.498, 0.305, -0.581, 0.312, -0.279, 0.337, 0.062, 0.257, 0.250, 0.104, 0.352, 0.307, 0.300, 0.136, 0.119, 0.355, 0.408, 0.291, -0.531, -0.309, 0.375, 0.219, -0.796, 0.202, 0.114, -0.126, 0.409, 0.248, 0.383, -0.327, 0.263, 0.311, 0.452, 0.182, -0.351, 0.313, 0.242, 0.418, -0.357, -0.375, 0.494, -0.746, -0.425, 0.256, 0.467, 0.229, 0.411, -0.804, 0.232, -0.401, 0.287, 0.349, 0.170, 0.198, -0.475, -0.706, 0.302, 0.381, 0.368, 0.370, -0.333, 0.339, 0.326, -0.791, 0.456, 0.327, 0.401, 0.338, 0.414, -0.142, 0.336, 0.349, -0.392, -0.179, 0.389, -0.078, -0.352, 0.692, -0.524, -0.719, 0.098, 0.076, 0.113, -0.421, 0.374, 0.221, 0.389, -0.767, -0.393, -0.086, -0.855, 0.275, 0.336, 0.301, 0.363, -0.396, 0.227, 0.319, 0.657, 0.308, -0.319, 0.106, -1.470, 0.294, -0.153, 0.306, 0.337, 0.289, 0.340, 0.313, -0.284, -0.629, -0.350, 0.254, -0.359, -0.341, 0.214, -0.015, -0.791, 0.463, -0.570, -1.237, 0.327, -0.549, -0.200, 0.251, -0.517, -0.079, 0.352, 0.382, 0.029, -0.709, 0.315, 0.167, -0.236, 0.120, -0.193, -0.439, 0.341, 0.172, -0.705, -1.627, -0.534, 0.312, 0.788, -0.609],
  "total_charge": 0,
  "largest_force_ha_per_bohr": 0.0968,
  "lumo_ev": 0.4,
  "smiles": "COC[C@H](C)N.COC[C@H](C)N.COC[C@H](C)N.COC[C@H](C)N.COCCOCCOC.COCCOCCOC.COCCOCCOC.COCCOCCOC",
  "homo_lumo_gap_ev": 9.34,
  "homo_energy_ha": -0.329,
  "total_energy_ha": -3006.30470
}

{
  "formula": "C5H12NO6RuS2",
  "method": "the ωB97M-V functional and the def2-TZVPD basis",
  "species": ["C", "Ru", "O", "C", "C", "H", "O", "H", "H", "O", "H", "S", "C", "H", "O", "O", "H", "H", "H", "C", "O", "N", "H", "S", "H", "H", "H"],
  "xyz": [[-2.462, -0.764, 0.059], [0.893, -0.326, -0.427], [-1.462, 2.382, -2.322], [-0.816, 1.839, -1.462], [-0.742, 2.444, -0.049], [0.165, -2.897, 1.508], [2.055, -1.705, 0.650], [0.674, 3.210, 1.385], [-3.220, -1.346, 0.580], [1.089, -2.271, -1.429], [1.255, 3.221, -0.274], [-0.935, -0.876, 1.014], [-0.788, -2.669, 1.037], [-2.306, -1.144, -0.949], [-0.173, 0.703, -1.676], [3.438, -3.039, -0.976], [-2.790, 0.270, 0.019], [1.423, 1.125, 1.654], [-1.266, 1.806, 0.662], [0.679, 2.647, 0.452], [2.788, -0.638, -1.275], [1.372, 1.344, 0.663], [-1.259, 3.400, -0.071], [2.443, -2.047, -0.801], [2.343, 1.457, 0.375], [-0.790, -3.060, 0.024], [-1.610, -3.066, 1.630]],
  "nbo_charge": [-0.741, 0.997, -0.575, 0.778, -0.539, 0.270, -0.930, 0.206, 0.233, -0.926, 0.214, 0.423, -0.748, 0.251, -0.672, -0.894, 0.240, 0.401, 0.210, -0.216, -0.912, -0.719, 0.251, 2.506, 0.409, 0.257, 0.226],
  "total_charge": 0,
  "largest_force_ha_per_bohr": 0.0259,
  "lumo_ev": [-0.1, -1.5],
  "multiplicity": 2,
  "homo_lumo_gap_ev": [9.65, 7.99],
  "homo_energy_ha": [-0.358, -0.350],
  "total_energy_ha": -1595.20176
}